Entry 1:
The following is a DFT calculation (the ωB97M-V functional and the def2-TZVPD basis) of a structure of composition C31H33AsF5ILuN6O7S2 in a non-equilibrium geometry.

Structure (XYZ):
```
87
Properties=species:S:1:pos:R:3:forces:R:3
Lu -0.0542 0.2689 -0.4274 -0.10 0.64 0.08
N 3.1676 -1.1486 3.2313 -0.26 -0.44 -0.89
C 2.3571 0.0693 2.9407 -0.35 0.63 -0.05
C 3.1930 1.2475 2.4803 -0.11 -0.05 -0.27
C 2.2755 2.3723 1.9578 -0.29 0.09 0.18
N 1.6503 2.0861 0.6336 0.28 -0.01 0.01
C 1.1753 2.6888 2.9751 -0.06 -0.07 -0.07
C 0.4132 1.4500 3.4516 0.13 0.36 -0.09
N -0.3634 0.8894 2.3148 -0.05 -0.55 0.11
C 1.4185 0.4553 4.0580 -0.26 -0.11 -0.19
H 3.6377 -1.4010 2.3345 -0.10 0.03 0.43
H 2.4998 -1.9169 3.4285 0.22 0.13 0.01
H 3.8409 -1.0381 3.9856 0.06 -0.02 0.03
H 1.7259 -0.2177 2.1160 -0.01 -0.33 -0.30
H 3.8885 0.9393 1.6964 0.01 0.00 -0.05
H 3.7728 1.6517 3.3150 0.04 0.03 0.00
H 2.9029 3.2632 1.8609 -0.01 -0.01 0.00
H 2.3948 2.1308 -0.0558 -0.06 -0.06 -0.12
H 1.0384 2.8755 0.4286 0.04 0.04 -0.02
H 0.4674 3.3986 2.5367 0.04 0.04 0.04
H 1.6264 3.1790 3.8400 -0.02 0.02 0.02
H -0.2720 1.7623 4.2455 0.00 -0.03 -0.01
H -1.0923 1.5642 2.0907 -0.07 0.09 -0.10
H -0.8509 0.0577 2.6441 0.02 -0.08 -0.04
H 0.8984 -0.4212 4.4497 -0.05 -0.05 -0.02
H 1.9476 0.9443 4.8793 -0.03 0.01 0.06
F 5.5641 0.7402 -4.8466 0.06 0.06 -0.13
C 4.8709 0.3243 -3.7979 -0.04 -0.08 0.15
C 3.6828 0.9439 -3.4525 -0.02 0.02 0.04
F 3.2224 1.9723 -4.1546 -0.02 0.07 -0.09
C 2.9911 0.4832 -2.3512 0.25 -0.36 0.11
F 1.8308 1.1079 -2.0084 -0.24 0.26 -0.15
C 3.4136 -0.5752 -1.5584 0.09 0.22 -0.28
S 2.4698 -1.1444 -0.2227 -0.43 -0.13 0.92
C 4.6250 -1.1635 -1.9253 -0.23 0.16 0.02
F 5.1091 -2.1618 -1.1896 0.11 -0.11 -0.03
C 5.3405 -0.7311 -3.0261 -0.10 0.06 0.01
F 6.4819 -1.3195 -3.3523 0.13 -0.05 -0.03
I 0.1975 -1.7969 -2.8845 -0.65 -0.20 0.25
C -1.8198 -2.4275 -2.5694 0.57 0.10 -0.25
C -2.2866 -3.3240 -3.4860 0.08 0.06 0.02
C -3.5971 -3.8193 -3.3667 -0.11 0.00 0.05
C -4.3861 -3.3803 -2.3458 -0.01 -0.05 -0.08
C -3.9126 -2.4293 -1.4114 0.14 0.06 0.01
C -4.7857 -1.9494 -0.4075 0.03 0.01 0.09
C -4.3446 -1.0323 0.4972 -0.14 -0.05 0.10
C -3.0071 -0.5881 0.4506 0.22 0.03 -0.15
C -2.0878 -0.9843 -0.5063 0.21 0.16 -0.02
C -2.5747 -1.9238 -1.4785 -0.18 -0.06 0.08
H -1.6602 -3.6535 -4.3032 0.00 -0.01 0.01
H -3.9648 -4.5308 -4.0937 -0.01 -0.02 0.02
H -5.4000 -3.7453 -2.2339 -0.01 0.01 -0.04
H -5.8031 -2.3212 -0.3809 -0.01 0.03 -0.02
H -5.0184 -0.6405 1.2522 0.02 -0.02 0.00
H -2.7178 0.1281 1.2139 0.02 0.11 0.04
O -6.4963 5.1690 -2.0206 0.13 -0.04 -0.10
N -5.6365 4.6815 -2.7266 -0.19 0.01 -0.10
O -5.5906 4.7510 -3.9382 -0.01 0.01 0.15
C -4.5643 3.9414 -2.0605 0.24 -0.15 0.18
C -4.5412 3.8662 -0.6809 -0.13 0.08 -0.02
C -3.5169 3.2201 -0.0250 0.36 -0.18 -0.66
C -2.4114 2.6010 -0.7361 -0.22 0.26 -0.24
O -1.3731 2.1292 -0.1859 0.32 -0.40 0.65
C -2.5712 2.6409 -2.1730 -0.42 0.15 0.66
C -3.5959 3.3172 -2.8076 -0.04 -0.03 -0.24
N -1.6380 1.9668 -3.0227 0.16 -0.03 -0.10
O -0.7369 1.2958 -2.5040 0.49 -0.38 0.07
O -1.7389 2.0571 -4.2180 -0.02 0.05 0.01
N -3.6244 3.2329 1.4253 -0.04 0.09 0.59
O -4.5258 3.8778 1.9179 0.07 -0.05 -0.08
O -2.8265 2.6002 2.1038 0.19 -0.12 -0.22
H -5.3353 4.3241 -0.1094 0.04 0.02 0.00
H -3.6331 3.3460 -3.8870 -0.02 0.01 0.00
C -1.9285 -2.3246 5.0054 -0.04 -0.20 -0.16
As -1.4770 -3.4171 3.4614 0.06 -0.05 0.27
C -3.1601 -3.7885 2.5995 0.06 -0.05 -0.03
C -0.8618 -5.1089 4.1690 -0.15 0.07 -0.01
S -0.0027 -2.5702 2.2324 0.27 0.16 0.04
H -2.7017 -2.8368 5.5775 0.00 0.03 0.03
H -2.3074 -1.3588 4.6742 0.01 -0.03 -0.07
H -1.0498 -2.1782 5.6299 0.04 -0.04 -0.04
H -3.7206 -4.4942 3.2125 0.02 0.01 0.02
H -2.9814 -4.2130 1.6133 0.07 0.01 0.01
H -3.7255 -2.8687 2.4861 0.02 0.09 -0.03
H -1.6227 -5.5423 4.8171 -0.01 0.00 0.00
H 0.0596 -4.9611 4.7273 0.00 0.07 -0.01
H -0.6661 -5.7752 3.3312 -0.01 0.02 -0.02
```
Forces are in eV/Å.

The maximum force comes out at 1.023 eV Å⁻¹. Its multiplicity is 1. For the HOMO-LUMO gap, the calculation gives 6.6 eV. The energy comes out at -193762.9101 eV. As for the total charge: +1.



Entry 2:
The following is a DFT calculation (the ωB97M-V functional and the def2-TZVPD basis) of a structure of composition C50H50AsCl3F5GeN6O4SiTi in a non-equilibrium geometry.

Structure (XYZ):
```
122
Properties=species:S:1:pos:R:3:forces:R:3
Ti 0.1743 -0.3057 -0.4497 -1.08 -0.09 -0.32
C -1.4442 -1.3208 -3.9295 0.23 0.36 0.54
Si -0.9178 0.5056 -3.5567 -0.29 -0.02 -0.98
C 0.2770 0.8252 -5.0436 -0.24 -0.04 0.48
C -2.5334 1.4563 -4.0338 0.54 -0.18 0.13
N -0.4605 1.1074 -1.9900 -0.10 0.74 -0.16
C -0.5421 2.4822 -1.9271 -0.34 -0.60 -0.03
C -0.1405 3.2983 -3.0042 0.08 0.31 0.04
C -0.4297 4.6446 -3.0987 -0.06 0.09 -0.08
C -1.1484 5.2644 -2.0930 0.02 0.22 -0.06
C -1.4290 4.5360 -0.9493 -0.20 -0.20 0.12
C -1.0682 3.2034 -0.8232 0.11 0.52 -0.25
O -1.2309 2.5465 0.3870 -0.16 0.08 0.19
C -1.3146 3.3435 1.5108 0.05 0.16 0.05
C -0.4353 4.4054 1.7406 -0.13 0.04 -0.01
C -0.5885 5.2097 2.8581 -0.01 -0.19 -0.24
C -1.6050 4.9669 3.7641 -0.21 0.03 0.15
C -2.4559 3.8945 3.5555 0.06 -0.06 -0.05
C -2.3087 3.0773 2.4436 0.00 0.01 -0.22
H -2.5228 -1.4655 -3.8758 -0.28 0.03 0.04
H -0.9489 -2.0615 -3.3097 0.04 -0.10 0.10
H -1.1639 -1.5387 -4.9559 0.05 0.13 -0.19
H 1.3114 0.9162 -4.7282 0.24 0.04 0.15
H 0.0087 1.7239 -5.5898 -0.11 0.33 -0.05
H 0.2450 0.0125 -5.7582 -0.12 -0.24 -0.07
H -3.0350 1.0155 -4.8896 -0.05 -0.21 -0.25
H -2.3133 2.4899 -4.2760 0.02 0.26 -0.06
H -3.2350 1.4682 -3.2044 -0.14 -0.08 0.25
H 0.4209 2.8371 -3.7962 0.06 -0.11 -0.11
H -0.1045 5.1993 -3.9700 -0.01 0.04 -0.07
H -1.4640 6.2967 -2.1638 0.05 0.06 -0.02
H -1.9412 5.0135 -0.1241 0.00 0.02 -0.07
H 0.3527 4.6369 1.0386 -0.02 -0.10 -0.06
H 0.1096 6.0172 3.0240 0.07 0.10 0.01
H -1.7285 5.6044 4.6286 0.01 0.01 0.09
H -3.2443 3.6778 4.2608 -0.07 -0.02 0.11
H -2.9655 2.2349 2.2936 -0.04 -0.06 -0.06
O -2.1828 -1.1471 -1.0928 -0.45 0.02 -0.13
H -1.8284 -2.0144 -0.8066 0.03 0.01 -0.15
H -2.4069 -1.2382 -2.0237 0.17 -0.07 0.05
Cl -0.0887 -2.8949 -0.1845 -0.34 -0.95 0.17
Ge 2.9150 -2.2662 0.1271 -0.36 0.45 -0.33
Cl 4.6548 -1.9009 -1.2880 0.36 0.02 -0.20
Cl 4.2527 -2.0821 2.0172 0.27 -0.08 0.53
F 0.6394 4.1878 6.7803 0.01 -0.10 -0.16
C 0.7570 3.4809 5.6273 0.13 0.16 0.13
C -0.0252 2.3588 5.4063 0.13 -0.35 -0.49
F -0.8976 1.9558 6.3589 0.22 0.15 -0.28
C 0.0812 1.6445 4.2129 -0.36 0.15 0.75
F -0.7368 0.5744 4.0607 0.32 0.44 0.12
C 0.9609 2.0146 3.1671 0.25 -0.08 -0.14
O 1.0575 1.3795 2.0620 0.01 0.22 0.42
C 1.7424 3.1590 3.4568 0.39 0.60 0.34
F 2.5943 3.6042 2.4667 -0.68 0.05 0.87
C 1.6456 3.8863 4.6428 0.30 -0.31 -0.51
F 2.4033 4.9990 4.8312 -0.35 -0.42 -0.08
C 4.5369 1.2207 -0.5179 -0.17 -0.11 0.18
As 2.9482 1.2234 0.6689 1.59 0.52 -0.26
C 3.9684 1.2017 2.3532 -0.27 0.07 -0.37
C 2.1072 2.6990 -0.2654 -0.07 -0.07 0.35
O 2.1305 -0.2089 0.3323 0.82 -1.08 0.28
H 5.0233 2.2003 -0.4570 -0.12 0.00 0.11
H 4.2199 1.0467 -1.5480 -0.03 -0.04 0.11
H 5.2461 0.4409 -0.2417 -0.10 0.09 0.01
H 4.6130 0.3241 2.2694 -0.14 0.21 -0.08
H 3.3217 1.0966 3.2206 0.04 0.05 -0.10
H 4.5632 2.1152 2.4078 -0.11 -0.06 -0.03
H 2.7465 3.5828 -0.2347 0.03 -0.13 0.03
H 1.1482 2.9074 0.1866 0.04 -0.02 -0.03
H 1.9729 2.3595 -1.2985 0.11 -0.04 0.23
C 0.1628 -2.0332 2.8286 -0.05 -0.08 -0.07
C -1.0466 -1.4186 2.2234 0.46 0.16 -0.05
N -1.0534 -0.4349 1.3375 -0.73 -0.34 1.14
C -2.3683 -0.0791 1.1821 -0.42 -0.09 0.47
C -3.1562 -0.8814 1.9416 -0.53 0.62 -0.39
N -2.3135 -1.7313 2.6055 0.09 -0.08 0.54
C -2.7641 -2.8905 3.3548 0.96 -0.27 -1.07
N -3.9691 -2.6595 4.0718 -1.51 0.28 0.49
N -5.1976 -2.6676 3.4415 0.23 0.01 1.19
N -6.1223 -2.4345 4.3197 0.23 -0.23 -1.48
C -5.5561 -2.2667 5.5347 1.30 0.10 0.99
C -6.1142 -2.0116 6.7967 0.35 -0.09 -0.11
C -5.2454 -1.9391 7.8729 -0.92 0.08 -0.01
C -3.8730 -2.1032 7.7298 0.90 -0.21 -0.86
C -3.2902 -2.3364 6.4820 0.11 0.18 1.09
C -4.1475 -2.4076 5.4032 -1.09 -0.05 -0.66
H 1.0338 -1.4441 2.5340 -0.07 -0.09 0.02
H 0.2985 -3.0672 2.5047 0.05 0.09 -0.04
H 0.0773 -2.0043 3.9148 0.08 0.06 0.18
H -2.6538 0.7182 0.5243 -0.03 -0.08 -0.07
H -4.2179 -0.9502 2.0663 -0.13 0.10 -0.11
H -1.9810 -3.1879 4.0584 -0.15 0.02 -0.11
H -2.9351 -3.7104 2.6384 0.00 0.14 0.34
H -7.1788 -1.8834 6.9204 -0.08 -0.01 -0.02
H -5.6495 -1.7508 8.8621 0.02 0.00 -0.07
H -3.2367 -2.0475 8.6028 0.02 0.03 -0.01
H -2.2206 -2.4460 6.3781 0.06 0.02 -0.01
C 1.1873 -1.1718 -2.0856 0.67 -0.37 -0.85
C 1.6304 -1.9490 -2.9390 0.36 -0.12 -0.64
C 2.0885 -2.7703 -3.9552 -0.22 0.39 0.30
C 1.7367 -2.4563 -5.3532 -0.11 -0.03 -0.27
C 2.3718 -1.4627 -6.0913 0.04 -0.10 -0.08
C 2.0322 -1.2485 -7.4195 0.09 0.01 -0.11
C 1.0425 -2.0093 -8.0234 0.02 0.09 -0.09
C 0.3974 -2.9917 -7.2899 -0.09 -0.09 -0.06
C 0.7512 -3.2237 -5.9734 0.04 0.13 -0.12
C 2.8841 -3.9257 -3.7218 0.44 -0.48 0.05
C 3.6983 -4.4561 -4.7454 -0.22 0.19 0.05
C 4.5656 -5.4924 -4.4953 0.20 -0.26 0.00
C 4.6533 -6.0526 -3.2270 0.05 -0.09 0.00
C 3.8263 -5.5722 -2.2187 0.06 -0.19 0.03
C 2.9445 -4.5462 -2.4589 -0.23 0.10 -0.07
H 3.1442 -0.8651 -5.6255 -0.01 0.01 0.09
H 2.5435 -0.4827 -7.9908 -0.01 0.04 0.03
H 0.7675 -1.8392 -9.0580 0.03 0.04 0.01
H -0.3879 -3.5789 -7.7466 -0.05 -0.06 -0.04
H 0.2482 -3.9924 -5.4058 -0.02 -0.08 0.11
H 3.6639 -4.0086 -5.7292 0.01 0.00 -0.05
H 5.1929 -5.8660 -5.2951 0.05 -0.03 -0.04
H 5.3434 -6.8616 -3.0306 0.07 -0.04 0.01
H 3.8706 -6.0067 -1.2303 0.00 -0.08 0.11
H 2.2578 -4.2308 -1.6828 0.01 0.16 -0.02
```
Forces are in eV/Å.

The maximum force comes out at 1.697 eV Å⁻¹. Its multiplicity is 4. For the HOMO-LUMO gap (alpha / beta), the calculation gives 3.2 / 5.6 eV. The energy comes out at -269297.4256 eV. As for the total charge: -2.



Entry 3:
The following is a DFT calculation (the ωB97M-V functional and the def2-TZVPD basis) of a cluster of 9 separate species, C27H64F6N8O7P in total in a non-equilibrium geometry.

Structure (XYZ):
```
113
Properties=species:S:1:pos:R:3:forces:R:3
P 0.5513 1.0788 0.0738 0.42 -1.21 1.01
F -1.0664 1.0018 -0.0151 -0.09 0.13 -1.20
F 0.6697 -0.4776 -0.2999 0.05 -0.44 -1.93
F 0.7586 1.6004 -1.4673 -0.59 -0.38 1.00
F 2.1844 1.1104 0.2809 -0.38 0.48 -0.24
F 0.3910 2.5489 0.6627 0.47 1.04 -0.35
F 0.4001 0.4908 1.5667 0.16 0.39 1.77
C -0.1723 -7.5133 -2.2326 -0.66 0.98 1.33
C 0.2377 -7.6770 -3.6378 1.03 -0.32 -2.35
N -0.0122 -6.5079 -4.5016 -0.54 0.20 0.06
C -0.1132 -6.8130 -5.9323 -0.11 0.19 1.28
C -1.3180 -7.6866 -6.2075 -0.09 -0.40 -1.14
C 0.7495 -5.3231 -4.0918 -1.91 0.36 -0.56
C 0.4140 -4.0541 -4.8989 0.10 0.17 -0.27
H 0.4335 -6.7685 -1.7165 0.00 0.19 -0.09
H -0.1581 -8.3569 -1.5426 0.10 -0.48 -0.61
H -1.1929 -7.1318 -2.2638 -0.15 0.06 0.29
H 1.2967 -7.9029 -3.7628 0.63 -0.22 0.46
H -0.2270 -8.5362 -4.1215 -0.41 0.04 0.23
H -0.2153 -5.8776 -6.4824 0.21 -0.04 0.11
H 0.7812 -7.3471 -6.2533 0.36 0.00 -0.49
H -1.5909 -7.6035 -7.2595 0.08 0.11 -0.25
H -1.0413 -8.7369 -6.1155 -0.41 -0.09 0.45
H -2.2322 -7.4169 -5.6785 0.32 -0.08 0.44
H 1.8322 -5.4434 -4.0550 0.27 -0.26 0.19
H 0.2899 -5.1352 -3.1215 0.88 0.23 0.38
H 0.8588 -3.9698 -5.8904 0.46 -0.30 0.05
H 0.7478 -3.1855 -4.3313 0.06 0.01 0.01
H -0.6432 -3.8965 -5.1125 -0.23 -0.34 0.48
C 3.3091 -2.5403 5.3820 0.74 -1.39 0.33
O 3.9774 -2.2900 6.3686 -0.10 0.88 0.02
N 2.8696 -3.8136 5.1768 -0.82 0.86 -0.53
C 2.1690 -4.2329 3.9462 0.84 -0.82 0.93
C 3.0882 -4.8286 6.2061 -0.24 -0.30 -0.78
H 3.1155 -1.8372 4.5572 -0.23 -0.01 0.15
H 1.9340 -3.4776 3.1963 0.25 0.35 0.49
H 1.2600 -4.7582 4.2391 -0.14 0.05 -0.17
H 2.8608 -4.9586 3.5184 -0.32 -0.20 -0.59
H 3.9377 -5.4767 5.9904 0.60 0.39 -0.02
H 3.1923 -4.3809 7.1944 -0.11 -0.05 -0.25
H 2.2806 -5.5571 6.1344 -0.48 0.30 0.38
C -0.3479 6.8893 7.1997 -2.23 0.83 -0.56
O -1.2979 7.5495 7.6658 2.05 -1.03 -0.80
N -0.0236 6.8154 5.8694 -0.18 -0.19 1.40
C 1.0625 5.9953 5.4130 0.32 -0.28 -0.48
C -0.5852 7.6200 4.8146 -0.35 0.29 0.18
H 0.2568 6.1938 7.8020 0.04 0.20 0.08
H 0.7598 5.5281 4.4759 0.08 -0.05 -0.09
H 1.3393 5.1715 6.0709 -0.12 0.31 0.31
H 1.9249 6.6288 5.2053 0.30 -0.15 -0.03
H -0.9892 6.9696 4.0387 -0.04 -0.01 -0.06
H -1.3780 8.2765 5.1730 0.15 -0.13 0.18
H 0.2182 8.2149 4.3802 -0.04 0.18 -0.15
C -6.8264 -4.2040 2.8855 -0.41 0.67 -1.21
O -7.4929 -4.0606 1.8596 0.59 -0.54 1.40
N -5.5366 -3.8583 3.0158 0.28 0.98 -0.43
C -4.6963 -3.3894 1.9582 0.04 0.69 -1.56
C -4.8102 -3.9528 4.2292 -0.42 -1.25 1.04
H -7.1620 -4.5978 3.8574 -0.66 -0.13 -0.15
H -5.2427 -2.9702 1.1133 -0.40 -0.26 0.17
H -4.0650 -4.1774 1.5477 0.11 -0.19 0.14
H -4.0496 -2.5721 2.2775 0.04 -0.13 0.34
H -4.0907 -4.7509 4.0464 0.68 0.29 0.61
H -4.3825 -3.0153 4.5843 0.26 0.00 -0.40
H -5.4688 -4.2917 5.0289 -0.08 -0.13 0.05
C -3.6467 4.8892 -3.3107 -1.73 -2.00 -1.65
O -4.5807 4.3480 -3.9451 1.82 1.25 1.22
N -3.6122 6.1674 -2.9276 -0.45 -0.55 0.12
C -2.4831 6.7218 -2.2244 -0.18 1.22 -0.91
C -4.6013 7.0844 -3.4207 -0.73 1.14 -0.39
H -2.7357 4.3219 -3.0648 -0.10 0.03 0.24
H -2.8708 7.2373 -1.3458 0.49 -0.25 0.37
H -2.1100 7.4929 -2.8985 0.36 0.42 0.15
H -1.6286 6.0624 -2.0723 -0.58 -0.38 0.33
H -4.2248 7.6533 -4.2708 0.33 0.03 -0.19
H -5.5493 6.6757 -3.7705 0.44 -0.82 0.22
H -4.9076 7.8452 -2.7027 0.35 -0.12 0.50
C 7.0831 6.1529 -4.4510 1.16 -2.24 0.73
O 7.8966 5.2359 -4.5228 0.58 1.16 -0.70
N 5.9497 5.9128 -3.7994 -2.27 1.45 0.49
C 4.8408 6.8826 -3.9359 -0.28 0.02 -0.06
C 5.6088 4.6321 -3.1681 -0.62 -0.17 -0.24
H 7.2252 7.1919 -4.7863 0.00 -0.18 -0.26
H 4.5156 7.3421 -3.0024 0.28 -0.18 0.26
H 3.9336 6.4848 -4.3905 0.05 -0.78 0.13
H 5.0388 7.6983 -4.6313 0.80 -0.02 0.13
H 4.9635 4.8301 -2.3122 -0.13 0.13 -0.12
H 5.0529 4.0272 -3.8844 -0.22 -0.03 -0.01
H 6.3843 3.9623 -2.7965 0.64 0.82 -0.35
C -6.6539 2.3463 1.3729 -3.25 1.34 -1.36
O -7.7425 2.2853 0.7423 2.65 -0.22 0.73
N -6.6275 2.3470 2.7017 0.78 0.15 1.30
C -5.3030 2.4339 3.4082 -1.49 -0.65 -0.40
C -7.8730 2.3104 3.4940 0.54 0.25 -0.07
H -5.6888 2.6665 0.9507 -0.06 -0.68 -0.45
H -4.5067 2.7629 2.7406 -0.24 -0.08 -0.13
H -5.1127 1.4087 3.7259 0.50 0.19 0.40
H -5.3485 3.1185 4.2552 -0.14 -0.09 -0.01
H -7.7335 1.6479 4.3482 -0.07 0.04 0.02
H -8.1014 3.3203 3.8345 0.20 0.11 0.32
H -8.7678 2.0283 2.9391 0.58 -0.37 -0.39
C 7.8273 -3.0363 -2.5194 -1.62 0.62 -2.03
O 7.7290 -3.2743 -3.7504 0.76 0.36 3.08
N 6.8533 -2.3747 -1.8091 0.43 -0.64 -1.51
C 5.6600 -1.9183 -2.4607 -1.32 -0.35 -0.98
C 6.8843 -2.1880 -0.3890 0.73 0.40 0.25
H 8.6871 -3.2559 -1.8678 0.10 -0.37 -0.33
H 5.5472 -2.2333 -3.4981 0.71 -0.38 0.08
H 5.5048 -0.8424 -2.5414 0.34 0.19 0.68
H 4.8061 -2.3804 -1.9653 -0.19 0.32 0.21
H 5.8739 -2.0740 0.0037 0.07 -0.25 -0.04
H 7.4029 -3.0208 0.0859 -0.09 0.06 0.17
H 7.4174 -1.2602 -0.1815 0.04 0.08 0.42
```
Forces are in eV/Å.

The maximum force comes out at 3.771 eV Å⁻¹. Its multiplicity is 1. For the HOMO-LUMO gap, the calculation gives 8.4 eV. The energy comes out at -80889.8109 eV. As for the total charge: -1.



> Number 3 is which compound?

C27H64F6N8O7P



> Which of these has the highest total charge?

C31H33AsF5ILuN6O7S2



> Look up the total charge of the third one.

-1